DFT (wB97M-V/def2-TZVPD) results for a cluster of 15 separate species, C78H149N7O40P8 in total in a non-equilibrium geometry.

Geometry as XYZ:
```
282
Properties=species:S:1:pos:R:3:forces:R:3:mulliken_charge:R:1
C -26.9241 -0.5147 8.4561 0.7 0.5 0.1 0.189
C -28.3086 -0.7580 8.7949 -2.8 -0.9 0.0 0.695
N -29.4565 -0.9820 8.8832 2.7 0.6 0.0 -0.606
H -26.2082 -0.5814 9.2636 -0.2 -0.7 0.6 -0.477
H -26.8179 0.5371 8.2314 -0.3 0.4 -0.7 -0.751
H -26.5881 -1.1524 7.6371 -0.2 0.1 0.0 0.834
C -31.8902 6.4486 9.1865 -0.3 1.4 0.7 1.951
C -32.1096 6.4758 7.7641 0.5 -0.1 1.2 -0.040
N -32.2760 6.6581 6.6565 -0.3 -0.1 -2.0 -0.703
H -31.2835 5.6306 9.5537 0.4 0.2 -0.1 -0.979
H -32.8636 6.3330 9.6566 -0.2 0.0 0.2 -0.917
H -31.5168 7.4804 9.4705 -0.1 -1.4 0.0 0.475
C -28.8281 -3.3849 10.9883 0.0 -0.5 -0.3 -0.284
C -27.4039 -3.2101 10.7855 1.3 -0.3 0.1 0.204
N -26.2596 -3.1679 10.6253 -1.0 0.2 0.1 -0.581
H -29.2252 -3.8515 10.0828 -0.2 0.2 0.2 0.521
H -29.2931 -2.4452 11.1670 -0.4 0.9 -0.2 -0.308
H -29.0488 -3.9971 11.8525 0.2 -0.4 0.1 0.492
C -24.1724 0.9882 11.7996 1.1 0.2 0.2 0.721
C -23.7225 -0.3117 11.5420 -1.1 -0.2 -0.3 -0.361
C -22.4475 -0.7324 11.8517 -0.5 -0.3 0.5 -0.132
C -21.6192 0.1969 12.4461 -0.1 0.0 -0.6 -0.328
C -21.9910 1.5106 12.6581 0.6 -0.2 0.8 -0.570
C -23.2790 1.9081 12.3927 -0.4 -1.5 -0.8 -0.825
N -20.2843 -0.2328 12.7948 0.9 1.0 1.4 0.997
O -19.6571 0.4152 13.6418 -0.7 -0.4 -0.8 -0.610
O -19.8671 -1.2150 12.2502 0.5 -0.9 -0.4 -0.598
H -25.1631 1.3052 11.5145 -0.2 -0.1 0.1 -0.154
H -24.3799 -1.0908 11.1297 0.0 0.6 0.1 0.200
H -22.2370 -1.7991 11.7448 0.5 0.6 0.0 0.454
H -21.2594 2.1591 13.1255 -0.1 0.1 -0.1 0.452
H -23.5568 2.8870 12.6548 -0.5 1.1 0.0 0.688
C -30.4043 2.4188 6.3205 -0.2 0.8 -0.2 -0.135
C -31.5047 2.9655 5.6239 0.1 -1.5 0.4 -0.914
C -32.2782 2.1743 4.7435 1.5 0.3 0.9 -0.685
C -31.8180 0.8923 4.5324 1.3 -0.4 0.3 -0.123
C -30.6349 0.3300 5.1193 -2.8 1.8 -0.2 -1.198
C -30.0125 1.1047 6.0787 0.2 -0.2 -0.5 0.382
N -32.5814 0.0630 3.6141 -0.9 -0.3 -0.9 1.021
O -33.6902 0.5028 3.2644 1.5 -1.1 0.3 -0.626
O -32.0727 -0.9915 3.2348 -0.9 1.0 0.3 -0.628
H -29.7850 3.0133 7.0434 -0.9 -0.6 -0.8 0.458
H -31.8704 3.9285 5.8629 0.0 1.1 0.1 0.780
H -33.1473 2.5463 4.2281 -0.1 0.0 0.1 0.530
H -30.4814 -0.6826 4.8621 0.7 -0.9 0.0 0.708
H -29.1962 0.6808 6.6245 0.3 0.0 0.3 0.174
C -32.0766 2.0999 10.5113 -0.2 0.5 -1.6 0.198
C -31.2477 2.8578 9.6327 1.3 -0.3 1.4 0.159
C -29.8498 2.8160 9.8516 -1.4 -1.4 0.3 0.036
C -29.4315 1.8852 10.8110 0.0 0.5 -0.4 -0.448
C -30.2240 1.0724 11.6036 0.3 0.6 -0.9 0.089
C -31.6027 1.2128 11.4633 0.5 0.5 0.3 -0.256
N -27.9908 1.8157 11.0293 -0.2 0.5 0.2 0.395
O -27.4684 0.7360 11.1891 0.2 -0.6 0.1 0.522
O -27.3971 2.8740 11.0950 0.2 0.1 -0.4 0.086
H -33.1489 2.0910 10.3163 0.2 0.3 0.4 -0.781
H -31.5871 3.5320 8.8510 -0.5 -0.4 0.1 0.395
H -29.0932 3.2474 9.2145 -0.1 0.5 0.0 -0.291
H -29.6593 0.3954 12.2146 -0.4 -0.3 0.6 0.376
H -32.3158 0.7524 12.1311 0.0 -0.3 -0.1 -0.773
C -25.7477 4.2907 13.4214 0.2 1.9 -0.4 0.021
C -26.3067 3.0987 13.7655 1.0 0.0 0.4 0.853
C -26.6840 2.9106 15.0563 -1.5 -0.4 1.5 -0.463
C -26.6508 3.9424 15.9693 -0.5 0.1 -0.1 -0.467
C -26.2450 5.2206 15.6154 -0.2 0.4 1.2 -0.897
C -25.7538 5.3659 14.3434 0.9 0.7 -1.2 -0.277
N -27.2641 3.7242 17.2909 0.1 0.4 0.7 1.228
O -27.5144 4.7283 17.9544 0.0 -0.8 -0.4 -0.682
O -27.4756 2.5815 17.6788 0.2 0.6 -0.4 -0.613
H -25.3891 4.4448 12.3961 0.1 0.0 0.5 0.192
H -26.3034 2.2771 13.1112 -0.3 -0.8 -0.8 0.295
H -27.2532 2.0410 15.3371 0.3 -0.5 0.1 0.304
H -26.3524 6.0561 16.3478 0.3 -0.8 -0.8 0.540
H -25.3221 6.3539 14.0607 -0.5 -0.9 0.0 -0.115
C -31.9591 2.4900 17.6635 0.6 -0.4 0.5 -1.341
C -30.5444 2.0203 17.2786 -1.3 0.3 -1.0 0.770
O -30.7393 0.6267 16.9480 1.0 -0.6 -0.6 -0.166
P -30.3517 0.1692 15.4572 -1.7 -2.0 1.4 -0.747
O -29.2405 0.8711 14.8511 0.9 0.4 -0.6 1.112
O -30.2516 -1.4529 15.6256 -0.9 2.1 -0.8 -0.346
C -29.3044 -2.0372 16.5026 0.8 0.1 0.7 0.003
C -29.8985 -2.2945 17.8853 0.2 -0.1 1.5 -1.020
O -31.7120 0.3565 14.6601 -0.4 -0.5 0.1 0.140
C -32.9287 -0.3567 15.1336 1.1 -0.4 0.6 -0.622
C -33.0621 -1.6693 14.4079 1.4 0.3 -1.7 -0.600
H -31.9890 3.4258 18.1785 0.3 0.8 0.3 0.508
H -32.6776 2.5748 16.8595 0.2 -0.2 -0.6 0.015
H -32.3481 1.7518 18.3643 -0.1 0.0 0.0 0.385
H -30.1268 2.5007 16.3817 -0.2 0.2 0.4 -0.635
H -29.7981 2.0990 18.0490 0.0 0.0 0.5 0.462
H -28.9988 -2.9589 16.0297 0.0 -0.4 0.0 0.398
H -28.3916 -1.4216 16.4803 -0.3 -0.1 0.5 -0.072
H -30.7743 -2.9594 17.8742 0.1 0.2 -0.5 0.340
H -29.1889 -2.8609 18.5536 -0.3 0.7 -0.8 0.024
H -30.2225 -1.3746 18.4516 0.5 -0.8 -0.8 0.177
H -32.8059 -0.5666 16.2139 -0.1 0.4 -0.4 0.557
H -33.7762 0.3071 14.9771 0.1 0.1 -0.2 0.288
H -32.2259 -2.3719 14.5531 -0.4 0.4 0.6 0.226
H -33.9877 -2.1307 14.6001 -1.2 -0.7 0.5 0.827
H -33.0342 -1.5243 13.3175 -0.3 0.4 0.2 -0.686
C -37.8134 -1.4926 13.0956 0.4 -1.0 1.4 -0.964
C -36.5944 -1.0265 13.8290 0.3 1.1 -0.3 1.177
O -36.5821 0.4336 13.9350 0.1 0.2 -0.3 -0.483
P -35.8506 1.3887 12.8717 0.1 -1.9 -0.2 0.044
O -34.5925 0.7971 12.3019 -1.9 1.1 0.2 -0.009
O -36.9742 1.8253 11.7951 1.7 -0.8 -0.1 0.567
C -38.1581 2.5566 12.1077 0.2 -0.8 1.8 0.031
C -39.1725 2.3778 11.0704 -1.3 -0.4 -2.0 -1.274
O -35.6691 2.6119 13.8139 -0.1 0.3 0.5 -0.790
C -34.6658 3.6110 13.5315 0.2 -0.4 0.5 3.263
C -34.6307 4.5146 14.7561 -0.4 0.6 -0.5 -1.719
H -37.8619 -1.1611 12.0938 0.0 0.5 -0.9 -0.190
H -37.6759 -2.5664 13.1027 -0.3 -0.5 -0.4 0.507
H -38.7191 -1.2977 13.6391 -0.5 0.3 0.2 0.375
H -36.5094 -1.4299 14.8503 -0.2 0.3 -0.3 0.415
H -35.7102 -1.3041 13.2733 0.3 -0.2 -0.1 -0.991
H -38.4958 2.2203 13.1059 -0.1 0.1 -0.4 0.555
H -37.9388 3.5915 12.1958 0.5 1.0 0.1 -0.265
H -40.0665 2.9614 11.2819 -0.2 -0.1 0.4 0.460
H -38.8895 2.7539 10.0875 0.6 0.3 0.1 0.014
H -39.4598 1.3499 10.8219 0.0 0.0 0.7 0.320
H -33.7279 3.0415 13.3277 -0.5 0.8 0.0 -0.539
H -35.0534 4.1580 12.6779 0.6 0.2 -0.3 -1.199
H -34.3311 4.0107 15.6747 0.3 0.0 -0.2 0.296
H -34.0442 5.4306 14.5406 -0.1 -0.6 0.4 0.103
H -35.6621 4.8547 14.9191 0.2 0.0 0.0 0.377
C -37.2810 -0.3120 8.2225 0.2 -0.2 -0.3 -1.193
C -37.4734 -1.1300 9.4507 -1.4 -0.1 1.3 -0.136
O -36.2860 -1.2817 10.2612 0.2 0.3 0.0 -0.090
P -35.2914 -2.4619 9.9382 0.5 -0.7 -0.3 0.857
O -35.9055 -3.6019 9.2641 -0.1 -0.4 0.3 -0.921
O -34.1369 -1.8799 9.0158 -0.6 -1.2 0.3 -0.699
C -33.4758 -0.7230 9.4572 0.8 1.2 -0.3 1.776
C -33.1637 0.0331 8.1662 0.5 -0.7 0.1 -1.067
O -34.6097 -2.6844 11.3767 -0.6 0.0 -0.1 0.100
C -33.8308 -3.8700 11.6352 1.0 -0.2 -1.4 -0.976
C -32.3316 -3.5771 11.4554 -0.3 -1.0 -0.4 -0.354
H -38.1739 -0.2792 7.6126 -0.6 0.2 0.2 0.558
H -36.9413 0.6914 8.4312 0.1 0.2 0.0 -0.018
H -36.6020 -0.8453 7.5888 0.9 0.0 -0.4 0.456
H -38.1929 -0.6576 10.1519 0.4 -0.1 -0.5 -0.057
H -37.8906 -2.1156 9.2154 0.3 0.1 0.0 0.488
H -34.1360 -0.2014 10.1376 0.0 0.6 0.2 -0.437
H -32.5538 -0.9685 10.0195 -0.4 0.0 -0.4 -0.136
H -32.7152 0.9958 8.3297 0.2 0.4 0.1 0.030
H -32.4083 -0.5708 7.6274 -0.5 0.3 0.0 0.358
H -34.0676 0.1482 7.5650 0.1 -0.1 0.0 0.143
H -34.0431 -4.2926 12.5985 -0.4 0.4 0.7 0.388
H -34.0962 -4.6593 10.9188 -0.2 0.3 0.0 0.492
H -31.7857 -4.5349 11.6125 -0.2 0.6 0.0 0.499
H -32.1527 -3.2769 10.4145 0.0 0.1 0.3 0.274
H -31.9540 -2.8266 12.1353 0.1 0.1 0.1 -0.149
C -28.2576 6.4027 10.3753 -1.4 -1.0 -0.2 -0.881
C -26.9886 5.6391 10.0380 -0.7 0.9 -0.6 2.334
O -26.1235 6.6295 9.3988 1.8 0.0 0.5 -0.249
P -24.5774 6.7271 9.8957 -1.0 -2.5 -1.1 0.189
O -24.0029 5.3923 10.2071 -0.2 0.7 -0.2 -0.353
O -23.8415 7.5910 8.8163 -0.2 -0.2 -1.2 -0.388
C -23.6359 6.9726 7.4839 -0.5 -1.0 0.8 0.525
C -24.0591 7.8637 6.3739 0.2 0.3 -0.3 -1.433
O -24.6362 7.7008 11.0773 0.3 0.5 1.3 -0.091
C -23.6118 7.8446 12.0806 0.7 0.8 -1.0 -0.094
C -24.1512 8.9150 12.8980 0.6 2.1 2.7 -1.165
H -28.1308 7.0626 11.2222 0.2 0.2 0.1 0.471
H -28.7106 6.9837 9.5519 0.7 -0.1 0.1 0.329
H -29.0882 5.7069 10.6385 0.7 0.2 0.1 -0.435
H -26.5726 5.1917 10.9341 0.3 0.2 -0.1 -0.764
H -27.1300 4.8402 9.3051 -0.1 0.1 0.2 -0.666
H -22.5632 6.8527 7.4002 0.1 -0.6 0.2 0.324
H -24.2161 5.9901 7.4408 1.0 1.2 0.1 -0.203
H -25.0899 8.1330 6.4531 -0.7 0.3 0.0 0.278
H -23.4393 8.7538 6.2899 -0.1 0.2 0.2 0.386
H -23.9109 7.3160 5.4516 -0.1 -0.2 -0.3 0.375
H -23.4316 6.9924 12.6816 -0.4 -1.5 0.3 0.253
H -22.5989 8.0942 11.7193 -0.6 0.1 -0.7 0.367
H -24.3936 9.8501 12.4263 0.0 0.2 -1.0 0.390
H -25.0563 8.6250 13.3966 -0.5 -0.4 0.3 0.060
H -23.4363 9.2528 13.6884 -0.4 -0.6 -0.4 0.395
C -28.4535 5.5401 5.2232 0.8 0.9 0.4 -1.101
C -27.6498 5.6874 6.5349 -1.0 -0.4 -0.3 0.530
O -26.4478 4.9065 6.4727 0.0 -0.5 0.2 -0.350
P -26.4973 3.3411 6.6814 2.6 1.1 -2.0 -1.815
O -27.4586 2.8112 7.6150 -1.4 -0.7 1.5 2.497
O -26.6818 2.8333 5.1788 -0.3 1.3 0.7 -0.156
C -26.5880 1.4604 4.9640 -1.1 -2.2 -0.5 0.494
C -27.2550 1.1259 3.6033 1.1 0.9 0.1 -1.214
O -24.9602 3.0264 6.9748 -0.3 -0.3 0.6 -0.343
C -24.5223 2.5513 8.3034 -1.3 -0.5 0.1 1.499
C -23.5614 1.4252 8.1931 2.2 0.5 -0.8 -1.313
H -28.7730 4.5144 5.0833 -0.1 -0.1 -0.1 0.026
H -29.3033 6.2359 5.1426 0.2 -0.3 0.4 0.443
H -27.7544 5.8351 4.4324 -0.2 -0.3 -0.1 0.359
H -27.3013 6.6828 6.7167 0.1 0.7 -0.1 0.434
H -28.2120 5.3869 7.4237 -0.1 -0.1 -0.1 -0.567
H -25.5345 1.1974 5.1263 -0.3 -0.4 -0.5 0.385
H -27.2449 0.8855 5.6595 0.8 0.5 0.2 -0.386
H -28.3194 1.3125 3.7016 -0.1 0.3 -0.1 0.139
H -26.8153 1.7938 2.8367 -0.4 -0.5 0.2 0.348
H -27.1661 0.0802 3.3142 0.4 0.0 0.1 0.388
H -24.1481 3.3670 8.9000 0.1 0.5 -0.1 0.120
H -25.4043 2.1344 8.8106 0.0 0.5 0.0 -0.833
H -22.5569 1.7581 7.8054 -1.1 -0.3 -0.3 0.398
H -23.2554 1.0648 9.1584 -0.4 -0.2 0.7 0.087
H -23.9528 0.5947 7.6209 0.0 -0.2 -0.3 0.282
C -35.3540 3.0784 7.1490 -1.0 0.5 1.3 -0.994
C -35.2176 3.0343 8.6816 -0.3 0.7 -0.4 1.756
O -36.3021 3.8677 9.2052 0.2 -1.0 0.2 -0.210
P -36.0872 5.2907 9.7711 -2.3 0.6 -0.3 -0.032
O -35.0726 5.5200 10.7835 1.0 0.1 0.3 0.776
O -35.9162 6.2339 8.5086 0.1 0.2 0.0 -0.219
C -36.9667 6.2833 7.5168 -0.3 -1.6 -0.4 -0.142
C -36.4367 6.9345 6.2587 -0.8 0.0 1.4 -1.415
O -37.6208 5.5624 10.2814 1.4 -0.7 -1.6 -0.393
C -37.7965 6.8524 10.8511 0.1 0.4 1.5 -0.540
C -37.6661 6.5512 12.3593 -0.7 0.0 -0.4 -0.785
H -34.6169 2.4205 6.7752 0.7 -0.7 -0.9 0.149
H -36.3728 2.7788 6.8424 0.5 -0.2 0.2 0.275
H -35.2239 4.1016 6.7799 0.3 -0.2 0.1 0.135
H -35.3918 2.0469 9.1249 0.1 0.2 -0.2 -0.749
H -34.2285 3.4120 9.0302 -0.7 -0.1 -0.2 -0.433
H -37.3830 5.2567 7.3429 0.7 0.5 0.0 0.176
H -37.8192 6.7767 7.9260 -0.5 0.9 0.4 0.405
H -37.2744 7.0418 5.5507 0.8 0.1 0.0 0.373
H -35.9711 7.8419 6.5894 -0.3 1.1 -0.2 0.340
H -35.5760 6.4105 5.9440 0.6 -1.1 -1.1 0.336
H -37.0127 7.5643 10.4673 -0.9 -0.4 0.4 0.361
H -38.8333 7.1929 10.6431 0.8 -0.1 -0.2 0.326
H -37.9364 7.3646 13.0158 -0.2 0.3 0.1 0.524
H -38.3173 5.6769 12.5341 0.1 0.6 0.2 0.285
H -36.6688 6.2419 12.6085 0.6 -0.1 0.0 -0.095
C -33.7842 9.3222 12.4506 -1.1 -0.5 -0.2 -1.588
C -33.5310 7.8227 12.5903 -1.7 -0.7 -0.2 1.473
O -32.4165 7.5636 13.4513 0.7 -0.1 -0.5 -0.328
P -31.0302 7.2926 12.6861 -1.1 0.2 -1.3 -0.441
O -30.7176 8.2756 11.6180 -0.2 -1.0 0.9 -0.953
O -30.0792 7.1952 13.9061 0.8 0.6 0.6 0.277
C -29.6107 8.4462 14.4244 0.9 0.6 1.7 -0.667
C -28.4456 8.1109 15.3470 1.1 1.1 -1.0 -0.985
O -31.0825 5.7962 12.1750 0.2 0.4 -0.5 1.562
C -31.4060 4.6822 13.0278 -1.7 0.9 0.0 1.069
C -30.3070 4.1838 13.8487 -0.5 -2.1 1.1 0.551
H -32.9312 9.8429 12.0662 0.6 0.2 0.0 0.369
H -34.6031 9.5205 11.7476 0.1 -0.4 -0.2 0.353
H -34.1675 9.7644 13.3676 0.5 0.0 0.3 0.377
H -34.4003 7.2851 13.0941 0.9 0.8 -0.7 -0.003
H -33.4274 7.3008 11.5999 0.1 0.6 0.9 -0.711
H -29.2909 9.1115 13.6291 0.0 -0.1 -0.3 0.420
H -30.3398 8.9829 15.0311 -0.7 -0.3 -0.3 0.277
H -27.6005 7.8964 14.6897 0.2 -0.2 0.2 -0.017
H -28.0977 8.8887 16.0487 -0.5 0.1 -0.5 0.483
H -28.6327 7.2626 15.9400 -0.5 -1.2 0.7 0.310
H -32.2508 5.0139 13.6831 0.6 -0.3 -0.6 -0.243
H -31.7567 3.8720 12.3860 -0.1 0.3 -0.2 -0.790
H -29.8070 4.8929 14.4566 0.3 0.7 0.6 0.523
H -30.8399 3.4173 14.4752 0.7 0.6 0.0 -0.376
H -29.6036 3.5802 13.3185 0.7 -0.1 -0.7 -0.674
C -24.0602 0.3978 16.5113 -0.8 2.2 -0.3 -1.293
C -25.1550 0.0020 17.4521 0.1 -0.7 -0.4 0.067
O -25.9129 -1.1177 16.8604 -0.4 1.5 0.8 0.296
P -25.3948 -2.5610 16.5995 0.2 -1.2 -1.1 0.440
O -23.9451 -2.7188 16.6253 0.6 0.2 0.2 -0.838
O -26.1880 -3.5578 17.5194 0.4 -0.3 1.9 -0.253
C -25.4933 -3.8047 18.8275 -0.6 -0.1 -0.5 -0.018
C -26.4408 -4.5867 19.6909 -1.5 -0.4 -0.4 -1.246
O -26.1250 -2.9728 15.2649 0.7 -0.8 -0.1 -0.361
C -25.6930 -2.3850 14.0207 0.5 -0.1 0.3 -1.089
C -26.8065 -1.5018 13.7112 -1.5 0.5 -2.8 1.159
H -23.6147 1.3554 16.8404 -0.1 -0.4 0.0 0.468
H -23.3099 -0.3164 16.3829 1.1 -1.2 0.1 0.576
H -24.4841 0.6074 15.5284 -0.1 0.0 -0.1 0.050
H -24.7221 -0.2814 18.4058 -0.2 -0.3 0.2 0.306
H -25.8715 0.8038 17.6215 -0.1 -0.2 -0.2 0.051
H -24.6387 -4.4543 18.6211 0.2 0.7 -0.1 0.273
H -25.2505 -2.8160 19.2389 0.3 -0.5 0.0 0.207
H -27.3263 -3.9971 19.9876 0.1 -0.3 -0.5 0.211
H -26.7238 -5.4894 19.1112 -0.3 0.6 0.3 0.289
H -26.0987 -4.9873 20.6296 1.0 0.2 0.3 0.424
H -24.7422 -1.8365 14.1192 -0.2 -0.2 0.2 0.328
H -25.5553 -3.1273 13.2207 0.0 -0.2 0.7 0.575
H -27.7513 -2.0736 13.5466 0.5 0.5 0.7 -0.203
H -26.9018 -0.6569 14.3293 -0.5 0.6 1.5 -0.001
H -26.6613 -1.0092 12.7608 0.3 0.0 -0.8 -0.480
```
Forces are in eV/Å.

- frontier orbital gap (Eh) = 0.337
- total energy (a.u.) = -9185.70619
- F_max (Eh/bohr) = 0.0682
- HOMO level (eV) = -9.80